# 1
51
Properties=species:S:1:pos:R:3:mulliken_charge:R:1 method="wB97M-V/def2-TZVPD" spin_multiplicity=1 charge=+2 largest_force_ev_per_a=8.53 e_homo_ev=-11.11 energy_ev=-405199.750 gap_ev=1.6
H -2.38 -5.45 -1.38 0.25
Br -7.86 -2.33 -4.39 0.02
H 0.99 4.29 -0.38 0.24
C 6.47 1.99 0.44 0.76
H 5.81 2.39 -0.44 -0.56
H -2.63 -6.41 1.57 0.26
H -3.72 -4.30 -1.23 0.34
H 6.67 3.29 2.43 0.25
O -3.59 -7.01 -0.15 -0.51
H 8.13 3.39 1.15 0.34
C 6.97 3.35 1.28 -0.88
H 0.57 2.47 -0.11 -0.23
F -4.26 7.01 3.58 -0.45
Cl -2.87 4.71 3.55 0.02
C -2.68 -4.41 -1.55 -0.32
Li 2.68 -1.25 0.03 0.83
Cl 6.68 0.43 2.80 -0.14
H -3.03 -4.77 -3.64 0.35
Br -5.36 -0.63 -3.28 0.17
H 0.53 3.76 1.39 0.36
C 3.22 1.66 0.78 0.80
Cl 3.28 4.08 2.24 -0.10
H -7.53 0.14 -4.24 0.38
Cl 1.95 0.42 1.30 -0.59
Cl -2.35 1.92 2.89 -0.10
Cl 7.99 1.14 -0.21 -0.14
H -3.17 -8.12 1.54 0.31
Cl -3.17 -2.44 -3.40 -0.26
Na 4.78 1.97 -1.78 0.91
H 5.36 -0.02 0.74 0.04
C -3.62 3.13 3.19 0.29
H 6.47 4.32 0.87 0.26
Cl -4.61 2.62 4.59 -0.07
K -0.27 0.50 0.12 0.74
Ca -1.86 -0.21 -3.74 0.99
C 2.69 3.21 0.69 0.37
N 4.31 1.65 1.87 -0.46
Cl 0.43 4.92 -1.70 -0.47
Cl -1.67 -3.40 -0.48 -0.13
C 5.56 0.97 1.37 -0.04
H -1.44 -4.05 -3.31 0.34
C -2.74 -7.30 0.95 -0.57
H 3.26 3.72 -0.22 0.12
H -1.76 -7.60 0.57 0.23
C -7.28 -0.67 -3.55 -0.44
H -4.45 -6.74 0.22 0.31
Br -8.25 -0.32 -1.90 0.06
C -2.50 -4.05 -3.01 -0.50
H 3.81 1.36 -0.22 -0.66
Cl -4.66 3.28 1.75 -0.09
C 1.09 3.39 0.40 -0.59

# 2
88
Properties=species:S:1:pos:R:3:mulliken_spin:R:1 method="wB97M-V/def2-TZVPD" spin_multiplicity=3 e_above_lowest_kj_mol=242.62 charge=+2 largest_force_ev_per_a=4.59 e_homo_ev="-12.20 / -12.31" energy_ev=-158945.411 gap_ev="7.0 / 2.8"
C -5.09 4.07 3.23 0.00
H -2.53 -9.98 -2.90 0.00
H 4.65 2.80 -2.26 0.00
H -2.79 2.07 5.79 0.00
H -1.01 4.27 -0.16 0.00
H -3.04 3.50 4.78 0.00
C 0.68 1.23 -1.88 0.02
C 0.26 0.75 -3.27 0.00
C -2.19 1.94 -1.79 0.04
H 3.86 1.84 1.88 0.00
H -2.25 0.95 -2.26 0.00
H -4.43 2.57 5.51 0.00
H -3.26 -0.47 3.65 0.00
C 5.06 0.76 3.35 0.01
H 6.61 -2.03 -0.18 0.00
N -4.31 3.22 2.34 0.00
C -1.75 -8.04 -2.32 0.00
C -0.62 -7.21 -2.35 0.00
C -3.44 2.52 5.03 0.00
H -4.58 5.03 3.34 0.00
P -0.63 1.99 -0.83 -0.06
C -1.66 -9.31 -2.91 0.00
C -1.81 -2.66 -0.90 0.00
C -2.67 0.39 3.99 -0.02
C 4.31 1.27 -0.76 0.07
H 1.11 0.26 -3.76 0.00
C 4.60 -1.34 0.30 0.07
H 5.12 -0.26 3.74 0.00
H 4.42 -1.76 1.30 -0.01
H -1.63 3.03 -3.61 0.00
H 1.13 -1.34 1.33 -0.01
H 1.45 -7.08 -3.00 0.00
H -2.77 -0.79 -0.55 0.00
C 0.31 -1.71 0.70 0.01
C -0.65 -5.89 -1.75 0.00
H -2.40 0.26 5.05 0.00
C 5.58 -2.21 -0.49 0.01
P 5.25 0.38 0.57 0.67
C 0.42 4.53 -1.78 0.00
H 1.52 1.94 -1.96 0.00
H 4.93 3.36 -0.60 0.00
H -6.07 4.24 2.78 0.00
C -0.68 -3.47 -0.66 0.01
S -3.41 0.92 1.27 0.02
C 0.54 -8.97 -3.52 0.00
H -3.02 1.96 -1.06 0.00
C -3.81 2.02 2.64 0.01
H -3.35 3.76 0.54 0.00
H -2.68 -7.71 -1.86 0.00
H -0.18 4.45 -2.69 0.00
H 0.45 5.59 -1.51 0.00
H -0.55 0.01 -3.23 0.00
H -2.62 -3.04 -1.53 0.00
H -4.88 2.85 0.35 0.00
C -0.14 3.74 -0.59 0.02
H -2.45 4.03 -2.39 0.00
H 0.60 3.72 0.23 0.00
Ti -1.18 0.99 1.28 1.00
H 6.07 1.13 3.18 0.00
H 1.06 0.38 -1.30 -0.01
C 0.37 -2.99 0.15 -0.01
H -1.71 0.50 3.41 0.02
H 3.63 -1.27 -0.22 0.03
H -4.93 4.56 0.86 0.00
H 1.45 4.24 -2.04 0.00
H 5.51 -2.03 -1.56 0.00
N -0.54 -9.74 -3.48 0.00
C -2.40 3.03 -2.84 0.00
C -0.82 -0.91 0.46 -0.08
H 3.36 0.15 2.13 0.04
C -1.87 -1.38 -0.35 0.05
C 5.05 2.50 -1.28 0.01
C 4.23 0.82 2.06 0.07
H 6.12 2.31 -1.40 0.00
H 4.16 0.54 -1.57 0.00
H 1.23 -3.64 0.33 0.00
C -0.65 -4.78 -1.24 0.00
H 5.35 -3.27 -0.31 0.00
H -5.26 3.62 4.21 0.00
H 1.44 -9.37 -4.00 0.00
H -0.06 1.57 -3.93 0.00
H -3.37 2.86 -3.34 0.00
H 4.59 1.39 4.11 0.00
C 0.55 -7.69 -2.96 0.00
C -4.37 3.62 0.94 0.00
Br -0.33 2.72 2.83 -0.01
N -3.47 1.61 3.88 0.00
H 3.32 1.54 -0.36 0.04

# 3
84
Properties=species:S:1:pos:R:3:mulliken_charge:R:1 method="wB97M-V/def2-TZVPD" spin_multiplicity=1 charge=-1 largest_force_ev_per_a=1.36 e_homo_ev=-4.61 energy_ev=-129979.243 gap_ev=6.6
C -7.84 -1.90 -0.60 -0.48
H 4.87 1.89 -2.08 0.40
H 1.21 3.02 -3.99 0.39
H 2.14 -1.92 4.09 0.28
O -6.49 -0.37 2.28 -0.64
H -7.22 -3.37 2.13 0.04
H 3.31 3.67 -2.86 0.43
H 7.78 2.34 -0.82 0.22
O 2.37 -2.31 -2.52 -0.77
H 0.97 -2.59 2.25 0.33
C 2.42 -0.08 -3.33 0.30
C -7.78 -3.27 3.05 -0.07
H -5.95 -2.92 -1.04 0.34
H 2.83 -0.51 3.23 0.29
H 8.68 3.85 -0.53 0.41
H -6.80 -4.46 4.64 0.36
O 6.28 4.68 -1.53 -0.57
H -4.08 0.61 -1.69 0.45
C -2.94 -0.51 -0.26 -0.45
H -8.19 -2.84 -0.18 0.20
C -2.28 -0.13 -2.55 -0.55
C 8.22 3.22 -1.29 -0.39
H 4.61 3.78 3.78 0.35
C 2.07 -1.53 -3.50 0.20
H 4.29 -0.49 -2.33 0.37
H 3.75 4.80 2.61 0.26
Br 3.90 -2.11 1.15 -0.27
O -9.84 -2.62 1.94 -0.58
H 0.80 -4.12 -0.49 -0.40
H -9.30 -5.55 4.91 0.35
C 3.64 2.35 1.15 -0.14
H 8.70 3.02 -4.55 0.33
C -8.99 -4.54 4.64 -0.44
H -8.38 -1.73 -1.53 0.40
H 2.14 -0.34 0.63 0.06
C 3.94 1.62 -2.55 0.18
H -8.09 0.19 -0.04 0.36
C 5.46 3.74 1.76 -0.64
H -7.49 -2.36 3.57 0.28
O 3.42 2.77 2.43 -0.42
C -8.01 -0.79 0.43 -0.29
O 2.99 1.50 0.62 -0.42
H -3.65 -0.40 0.55 0.50
H -8.86 -0.97 1.08 0.23
H -5.97 -1.22 -1.52 0.30
H 5.96 4.68 1.56 0.31
O -5.79 -1.56 0.51 -0.28
C -6.72 -0.87 1.21 0.46
C 4.78 3.14 0.53 0.68
H 0.36 -0.90 2.01 0.03
C 9.18 2.86 -2.42 -0.56
H 5.43 2.48 -0.03 -0.20
C 1.89 2.27 -3.62 -0.86
O 7.19 3.73 -3.34 -0.34
H 6.20 3.04 2.15 0.31
H -1.51 -1.66 0.84 0.44
H -7.52 -5.40 3.33 0.28
C -9.27 -3.24 2.79 0.56
H 9.74 1.94 -2.25 0.33
C 1.23 -1.54 2.13 -0.06
H 1.26 -0.41 3.99 0.34
C -3.18 0.04 -1.51 -0.37
H 4.36 3.91 -0.12 0.18
H 9.89 3.67 -2.58 0.26
C 7.13 3.98 -2.01 0.56
N -1.13 -0.80 -2.41 -0.32
In 1.06 -2.41 -0.86 1.36
O 1.58 -1.89 -4.55 -0.68
C 3.61 0.27 -2.70 -0.26
O -9.92 -4.00 3.69 -0.41
C 2.08 -1.40 0.87 -0.38
C 1.58 0.92 -3.79 -0.45
H -2.48 0.29 -3.52 0.35
C 3.09 2.62 -2.99 -0.48
C -7.64 -4.51 3.95 -0.67
C 8.23 2.77 -3.61 -0.43
H 7.77 1.78 -3.70 0.27
H -9.01 -3.92 5.54 0.25
C -6.33 -1.94 -0.78 -0.53
H 0.67 0.64 -4.30 0.41
C -0.87 -1.31 -1.19 0.07
C 1.93 -1.07 3.44 -1.23
C -1.75 -1.20 -0.11 -0.56
C 4.30 3.86 2.74 -0.48

# 4
91
Properties=species:S:1:pos:R:3:mulliken_spin:R:1 method="wB97M-V/def2-TZVPD" spin_multiplicity=2 e_above_lowest_kj_mol=145.91 largest_force_ev_per_a=3.76 e_homo_ev="-6.56 / -6.56" energy_ev=-117191.260 gap_ev="6.4 / 6.4"
O -0.85 1.51 0.96 -0.03
H -1.62 1.82 -2.25 0.00
H -3.96 0.28 6.07 0.00
H 2.49 2.08 -4.49 0.00
H -2.18 -5.43 2.05 0.00
Cl -0.52 -2.79 -2.83 0.00
C -1.52 0.17 7.01 0.00
C 1.26 2.53 5.82 0.00
H -0.59 5.38 0.97 0.00
C 1.78 1.68 -5.22 0.00
C -1.09 -4.10 0.25 0.00
Cl 2.06 1.27 -0.17 0.01
H 0.46 3.25 5.96 0.00
C 1.89 -0.45 -3.87 0.00
H -0.42 1.71 -3.57 0.00
N -1.59 3.60 0.48 0.00
O -1.31 0.30 3.41 0.00
C 0.40 1.91 -7.20 0.00
C 3.03 1.11 6.75 0.00
Si -0.76 -0.69 -2.66 0.00
C 1.95 1.99 6.92 0.00
C 1.58 2.07 4.55 0.00
H -3.35 1.89 5.64 0.00
C 2.41 -1.86 -4.20 0.00
C -1.94 -0.82 -4.18 0.00
H 2.12 -1.82 -6.34 0.00
H 2.64 -4.01 -6.80 0.00
C 0.48 -0.20 -6.01 0.00
C -0.69 1.33 -2.57 0.00
N -1.93 0.33 5.63 0.00
H -0.65 -0.50 7.06 0.00
H -0.15 -3.78 -0.19 0.00
C 3.36 0.68 5.47 0.00
C 2.59 1.12 4.40 0.00
H -1.05 -2.11 3.02 0.00
H -1.86 0.00 -4.89 0.00
C -0.82 -2.43 2.00 0.01
H -3.30 2.47 1.06 0.00
H -1.92 -3.69 -0.34 0.00
H -1.02 -4.98 3.31 0.00
H -1.81 -1.56 -0.45 -0.01
H 0.13 1.65 -1.90 0.00
H 1.61 3.50 -6.34 0.00
C 3.06 -2.62 -3.08 0.00
C -3.28 0.82 5.40 0.00
H -1.22 1.13 7.46 0.00
C 2.84 -3.78 -5.75 0.00
C 2.70 0.37 3.12 0.00
Cl 1.45 2.43 8.51 0.00
C -1.28 5.00 0.20 0.00
H -2.35 -0.25 7.59 0.00
H 3.92 -3.91 -5.58 0.00
H -0.06 -0.19 4.96 0.00
H -1.89 0.23 -0.46 -0.01
O 1.05 -0.43 -2.69 0.00
C -0.64 2.77 0.87 0.02
H -3.58 0.65 4.36 0.00
C -2.94 3.08 0.22 0.00
H -0.73 0.16 -7.76 0.00
H 1.04 2.43 3.67 0.00
H 3.58 0.74 7.61 0.00
H -1.16 -5.18 0.25 0.00
H 2.31 -4.52 -5.13 0.00
C 1.34 0.35 -5.07 0.00
H 3.06 -2.01 -2.17 0.00
C -1.93 -0.68 -1.09 0.02
H -0.02 2.56 -7.99 0.00
H -2.96 2.48 -0.70 0.00
Ti 0.52 0.17 1.06 0.95
H -3.60 3.94 0.09 0.00
H -2.96 -0.72 -1.51 0.00
H 0.19 -1.25 -5.91 0.00
H 2.80 0.10 -3.56 0.00
O -0.22 -1.63 1.19 0.00
H -2.56 -4.12 3.20 0.00
C 2.39 -2.39 -5.44 0.00
N -1.18 -3.66 1.64 0.01
O 3.73 -0.01 2.61 0.01
C 1.29 2.46 -6.27 0.00
H -0.79 5.11 -0.78 0.00
H 2.50 -3.55 -2.90 0.00
H 4.10 -2.88 -3.32 0.00
C -0.01 0.59 -7.06 0.00
O 1.44 0.12 2.63 0.01
H 0.35 3.17 1.10 0.00
H -2.98 -0.83 -3.82 0.00
H -1.80 -1.77 -4.73 0.00
H -2.19 5.60 0.20 0.00
C -1.76 -4.59 2.61 0.00
H 4.16 -0.04 5.26 0.00
C -1.06 0.14 4.62 0.00